Record 1
Entry from the OMol25 dataset: the molecule C4H5O2P (wB97M-V/def2-TZVPD).

Geometry (Å):
1 C -0.697 0.482 0.490
2 C 0.371 -0.367 1.177
3 C -0.469 0.531 -1.014
4 C 0.405 -0.430 -1.674
5 O 0.715 1.137 -1.516
6 O 1.239 -1.327 -1.146
7 P 0.781 -1.960 0.272
8 H -1.687 0.054 0.664
9 H -0.676 1.499 0.893
10 H 1.315 0.188 1.228
11 H 0.070 -0.625 2.192
12 H -1.367 0.819 -1.566

Results
**Total energy**: -17608.261 eV
**E_LUMO (alpha / beta)**: -0.94 / -0.63 eV
**2S+1**: 1
**Energy relative to the best compared isomer or geometry (same formula, charge and spin)**: 86.0 kcal per mole
**HOMO energy (alpha / beta)**: -9.33 / -8.29 eV
**Gap between HOMO and LUMO (alpha / beta)**: 8.395 / 7.662 eV

***

Record 2
Entry from the OMol25 dataset: the ion C4H5O2S with charge -1 (wB97M-V/def2-TZVPD).

Geometry (Å):
1 C -1.026 -1.813 -0.227
2 C 0.324 0.648 1.326
3 C -1.151 -0.542 -0.560
4 C 0.169 0.503 0.026
5 O 2.609 0.931 -0.404
6 O 0.829 2.298 -1.642
7 S 1.414 1.010 -1.281
8 H -1.758 -2.570 -0.516
9 H -0.264 -1.889 0.588
10 H 1.258 1.047 1.734
11 H -0.456 0.496 2.156
12 H -1.947 -0.118 -1.200

Results
**Total charge**: -1
**Total energy**: -19157.302 eV
**E_LUMO**: 3.97 eV
**2S+1**: 1
**Energy relative to the best compared isomer or geometry (same formula, charge and spin)**: 74.8 kcal per mole
**HOMO energy**: -3.13 eV
**Gap between HOMO and LUMO**: 7.100 eV

***

Record 3
Entry from the OMol25 dataset: the ion C4H5O5S with charge -1 (wB97M-V/def2-TZVPD).

Geometry (Å):
1 C 1.386 0.995 -0.185
2 C 1.053 -0.302 0.332
3 O 1.893 -1.268 0.403
4 C -0.736 -0.534 0.450
5 C -1.106 -1.862 0.242
6 O -0.383 -2.890 0.391
7 S -1.572 0.910 0.008
8 O -3.010 0.409 0.119
9 O -1.130 1.332 -1.298
10 O -1.184 1.926 0.997
11 H 0.556 1.278 -0.976
12 H 2.278 1.133 -0.847
13 H 1.161 1.719 0.616
14 H 2.838 -0.997 0.015
15 H -2.044 -1.849 -0.268

Results
**Total charge**: -1
**Total energy**: -25299.404 eV
**E_LUMO**: 2.73 eV
**2S+1**: 1
**Energy relative to the best compared isomer or geometry (same formula, charge and spin)**: 83.7 kcal per mole
**SMILES**: C/C(O)=C(/C=O)S(=O)(=O)[O-]
**HOMO energy**: -4.26 eV
**Gap between HOMO and LUMO**: 6.995 eV

***

Record 4
Entry from the OMol25 dataset: a structure of composition C4H5O5Zn (wB97M-V/def2-TZVPD).

Geometry (Å):
1 O 0.252 -0.764 -0.924
2 O -0.664 1.776 0.312
3 C -1.230 1.183 1.212
4 C -1.870 -0.166 1.097
5 O -1.939 -0.700 -0.184
6 C -0.838 -1.517 -0.595
7 Zn 0.006 1.056 -1.474
8 H -1.252 1.624 2.228
9 H -2.889 -0.064 1.508
10 H -1.326 -0.825 1.803
11 H -1.233 -2.072 -1.463
12 H -0.592 -2.216 0.228
13 O 1.994 0.856 -0.292
14 C 1.843 -0.126 0.366
15 O 1.956 -0.774 1.334

Results
**Total energy**: -62882.904 eV
**E_LUMO (alpha / beta)**: -0.05 / -0.08 eV
**⟨S²⟩**: 0.75
**2S+1**: 2
**Energy relative to the best compared isomer or geometry (same formula, charge and spin)**: 0.0 kcal per mole
**HOMO energy (alpha / beta)**: -6.75 / -10.02 eV
**Gap between HOMO and LUMO (alpha / beta)**: 6.698 / 9.941 eV

***

Record 5
Entry from the OMol25 dataset: the molecule C4H5OP (wB97M-V/def2-TZVPD).

Geometry (Å):
1 C 2.134 -1.076 -0.101
2 C 2.139 0.210 0.152
3 C 0.875 -0.318 -0.274
4 C -1.818 0.802 0.016
5 O -1.347 -1.835 -0.331
6 P -0.696 -0.616 0.208
7 H 2.635 -1.977 0.104
8 H 2.716 1.215 0.387
9 H -2.273 0.893 -0.932
10 H -1.606 1.889 0.136
11 H -2.758 0.813 0.635

Results
**Total energy**: -15560.826 eV
**E_LUMO**: 0.11 eV
**2S+1**: 1
**Energy relative to the best compared isomer or geometry (same formula, charge and spin)**: 73.5 kcal per mole
**HOMO energy**: -7.71 eV
**Gap between HOMO and LUMO**: 7.825 eV

***

Record 6
Entry from the OMol25 dataset: a cluster of 2 separate species, C4H5P in total (wB97M-V/def2-TZVPD).

Geometry (Å):
1 C -0.693 -0.091 0.009
2 C 1.666 -1.021 0.386
3 C 0.574 -0.519 -0.112
4 C -1.442 1.190 0.162
5 P -2.356 -0.417 -0.047
6 H 2.549 -1.226 -0.190
7 H 1.712 -1.243 1.444
8 H 0.855 -0.231 -2.130
9 H -1.432 1.662 1.139
10 H -1.432 1.895 -0.662

Results
**Total energy**: -13511.341 eV
**E_LUMO (alpha / beta)**: -1.21 / -0.70 eV
**2S+1**: 1
**Energy relative to the best compared isomer or geometry (same formula, charge and spin)**: 105.5 kcal per mole
**HOMO energy (alpha / beta)**: -9.00 / -8.21 eV
**Gap between HOMO and LUMO (alpha / beta)**: 7.795 / 7.509 eV